# C13H14F8NO2S

A cluster of 2 separate species, C13H14F8NO2S in total at a distorted geometry (the ωB97M-V functional and the def2-TZVPD basis, the OMol25 dataset).

Calculated values
E: -51849.68790 eV
strongest force on any atom: 5.55 eV/A

```
! wB97M-V def2-TZVPD RIJCOSX def2/J DEFGRID3
* xyz 1 1
S 2.97539 -0.58039 -1.27810
C 4.02987 0.96932 -1.31235
C 5.65549 0.84533 -1.18086
C 6.57339 2.21576 -1.19929
C 5.72866 3.63252 -0.93052
N 4.19935 3.67873 -1.09737
C 3.37070 2.45723 -1.50824
C 1.87370 2.73091 -2.12753
C 0.66799 2.04615 -1.05310
C -0.43140 0.94060 -1.81646
O -0.81086 2.46671 -1.33526
H 3.37884 -1.33465 -2.40926
H 6.23856 -0.18095 -1.14386
H 7.76188 2.22081 -1.33755
H 6.31882 4.64091 -0.69561
H 3.75274 4.62731 -0.97099
H 1.63724 3.89034 -2.21733
H 1.75037 2.16690 -3.17606
H 1.02916 1.78934 0.12068
H -1.14011 0.27762 -1.16396
H -0.36028 0.97984 -2.98324
C -4.36569 -1.06143 1.29606
C -3.22486 -1.42994 0.33565
C -3.27738 -2.85423 -0.20538
F -3.19939 -3.78197 0.77412
F -2.22690 -3.08779 -1.03874
F -2.03326 -1.17138 0.93841
F -3.29803 -0.56574 -0.72522
O -4.06630 -1.14683 2.69192
C -4.20558 -2.44468 3.26733
C -2.87662 -3.01715 3.77543
F -1.95841 -3.11161 2.77977
F -3.04109 -4.27322 4.27006
F -4.82872 -3.25989 2.38361
F -5.06836 -2.29573 4.30870
H -4.57764 0.00271 1.13105
H -5.30601 -1.56730 1.04617
H -4.19124 -3.02537 -0.77745
H -2.45402 -2.38879 4.56477
*
```

These are the Mulliken partial charges, in e, on atoms 1 to 2: number 1, S, carries -0.141; number 2, C, carries 0.127